The following is a quantum chemistry calculation of a cluster of 29 separate species, C17H79BBrN3O34P2S in total at a distorted geometry, from the Open Molecules 2025 dataset.

```
138
Properties=species:S:1:pos:R:3:lowdin_charge:R:1
C -3.18283 4.01497 -2.72175 -0.051
C -1.83437 3.21882 -2.47787 -0.233
O -0.90200 3.32874 -3.57332 0.008
B 0.39566 3.11808 -3.02587 -0.598
O 1.08564 4.23089 -2.54292 0.147
C 1.08460 1.64018 -2.92156 0.019
C 1.97166 1.21558 -4.02180 -0.344
P 2.40577 2.21025 -5.53895 0.627
O 1.04424 2.99117 -6.13749 -0.365
Br 3.83339 3.81125 -4.74025 0.276
C 2.61939 -0.10519 -3.93163 -0.011
C 2.43945 -1.01332 -2.78485 -0.237
O 3.10950 -2.22054 -2.76905 0.028
C 1.57440 -0.54798 -1.70992 0.030
C 0.86529 0.77284 -1.75493 0.006
C -0.01429 1.10037 -0.53463 -0.313
O -0.22162 2.20375 -0.08935 0.054
C -0.64879 -0.14664 0.20905 -0.192
P -2.37038 0.18014 0.96516 0.483
S -2.39313 1.60553 2.29809 0.222
C 0.02369 -1.38551 0.29544 -0.112
C -0.67141 -2.54122 1.09647 -0.149
C 0.28677 -3.66102 1.63285 -0.186
C 1.02412 -3.40670 3.00113 -0.165
C 1.17152 -1.93852 3.51776 -0.192
N 0.63915 -1.74123 4.91476 -0.006
C 0.84190 -0.35967 5.27662 -0.525
N 1.71186 -0.05182 6.17225 0.110
N 0.09050 0.72415 4.66764 0.088
C 1.39096 -1.45807 -0.41865 -0.244
O 2.35337 -2.10276 -0.06870 0.111
H -3.67683 3.72966 -3.68246 0.089
H -2.98798 5.11736 -2.63048 0.049
H -3.86175 3.68342 -1.88531 0.072
H -2.13092 2.15932 -2.26384 0.119
H -1.35776 3.73464 -1.59795 0.123
H 0.54240 5.02640 -2.70495 0.127
H 1.14222 3.92830 -5.84735 0.014
H 3.29352 -0.43090 -4.75770 0.108
H 4.03841 -2.04157 -2.52179 0.098
H -2.93539 -0.97464 1.55856 -0.049
H -3.23097 0.55083 -0.11540 0.006
H -1.22872 -2.13094 1.98462 0.103
H -1.41462 -3.01982 0.40740 0.123
H -0.35300 -4.58065 1.77467 0.115
H 1.06488 -3.98366 0.88550 0.103
H 0.52668 -4.05323 3.80071 0.091
H 2.06300 -3.83381 2.90451 0.115
H 2.27864 -1.71521 3.60080 0.125
H 0.73788 -1.12154 2.89389 0.093
H 1.16754 -2.34457 5.55590 0.113
H 1.67202 0.97186 6.27091 0.050
H -0.39133 0.35750 3.84336 -0.003
H -0.61622 1.04569 5.33116 0.091
O -1.49118 -3.58892 6.85388 -0.052
H -0.85064 -4.10596 7.35918 0.031
H -0.94942 -2.95229 6.37207 0.016
O 0.43140 5.68747 -7.22287 -0.052
H 0.33249 5.32523 -8.11041 0.047
H 0.78015 6.57605 -7.36819 0.011
O -2.73027 -6.27905 6.53824 -0.068
H -2.38638 -5.37914 6.58789 -0.018
H -2.07829 -6.80275 7.01767 0.010
O -4.39335 -1.95738 2.44544 -0.081
H -4.92483 -1.16975 2.62067 0.058
H -4.67564 -2.58510 3.12332 0.064
O 1.27112 2.87722 2.55935 -0.057
H 1.98319 2.23256 2.47789 0.037
H 0.72952 2.72765 1.77364 0.000
O -1.44380 -5.83597 9.31999 -0.050
H -1.98111 -5.05362 9.49362 0.058
H -1.72789 -6.46733 9.99152 0.058
O -2.54946 7.12449 -3.15874 -0.063
H -2.63712 6.78303 -4.05766 0.026
H -2.18046 8.00683 -3.27864 0.047
O -1.88444 -2.37504 -2.25528 -0.056
H -1.86928 -2.67030 -3.17797 0.021
H -0.95568 -2.26388 -2.02703 0.012
O -4.96166 3.40492 0.84060 -0.096
H -4.60704 4.29993 0.88675 0.034
H -4.31078 2.87141 1.32217 -0.080
O -2.70150 0.65949 -4.94847 -0.055
H -2.29836 -0.08684 -4.48520 0.009
H -2.18694 1.41330 -4.62964 0.009
O 4.10145 4.40550 2.95968 -0.050
H 3.16907 4.17171 3.05621 0.001
H 4.57038 3.59621 3.19308 0.048
O -4.54551 6.38655 -5.83416 -0.056
H -5.47470 6.14664 -5.74090 0.044
H -4.07525 5.56105 -5.66809 0.026
O 0.79866 -7.41407 7.94019 -0.062
H 0.14055 -7.19839 8.61126 -0.002
H 1.28180 -6.58965 7.81350 0.028
O 1.85935 5.69830 5.12183 -0.055
H 1.75913 5.29086 4.25437 0.010
H 2.23616 6.56466 4.93322 0.032
O -0.64261 -2.01752 -4.81582 -0.036
H -0.61263 -2.29712 -5.74010 0.022
H 0.28758 -1.90773 -4.58069 0.039
O -5.02731 -3.11938 -3.00104 -0.056
H -5.01069 -3.41187 -3.91882 0.036
H -4.09679 -3.00756 -2.77201 -0.002
O -6.14288 -4.18235 1.12394 -0.066
H -6.22187 -4.56056 0.23903 0.030
H -5.77988 -3.30083 0.97004 0.014
O 5.29747 0.50298 -2.96840 -0.062
H 6.26120 0.42716 -2.99424 0.032
H 5.13844 1.45386 -3.00038 0.028
O -1.13358 -2.82235 -7.83477 -0.051
H -1.20310 -3.20609 -8.71568 0.046
H -0.78349 -1.93631 -7.98904 0.046
O 5.53746 -2.01718 -4.78812 -0.049
H 5.62940 -2.93915 -4.52173 0.043
H 5.47215 -1.53306 -3.95470 -0.011
O 5.00941 6.08009 5.64794 -0.064
H 4.92624 5.66937 4.77717 0.000
H 5.38216 6.94841 5.45974 0.032
O 7.88971 0.97507 -1.44641 -0.053
H 8.68310 1.44853 -1.17287 0.044
H 7.51685 0.63831 -0.62197 0.023
O 5.49957 -0.67748 -0.31832 -0.048
H 4.56642 -0.91453 -0.23301 0.018
H 5.96728 -1.49586 -0.11269 0.051
O -4.24292 -6.36511 -0.66999 -0.062
H -4.77668 -7.12176 -0.40263 0.037
H -4.17069 -5.83458 0.13328 0.021
O 1.77101 8.68631 -6.86096 -0.049
H 2.73142 8.62915 -6.92288 0.044
H 1.59061 9.63282 -6.87399 0.043
O -5.96249 5.51369 -2.15889 -0.061
H -5.09493 5.92710 -2.07332 0.016
H -5.96088 4.82310 -1.48497 0.021
O 0.88296 -5.70199 5.25012 -0.067
H 0.15996 -6.34150 5.24608 0.042
H 1.67244 -6.24325 5.12024 0.025
O 2.05713 -8.14852 3.76227 -0.048
H 2.77993 -8.77615 3.65064 0.044
H 1.51436 -8.27273 2.97546 0.045
```

Properties
Kohn-Sham gap in eV: 7.04
Net charge: 0
2S+1: 1
Lowest unoccupied orbital energy in hartree: -0.0712
Max |F| in eV/Å: 3.3